[1]
Here is an isolated ion of composition C5H12N4S and charge +2 from the OMol25 dataset. Energies are from wB97M-V/def2-TZVPD.

The geometry in ORCA input format:
```
! wB97M-V def2-TZVPD RIJCOSX def2/J DEFGRID3
* xyz 2 1
H 4.713 -0.240 0.140
N 4.175 0.316 0.816
N 3.083 -0.271 0.862
C 1.886 -0.296 1.218
N 1.489 -1.380 1.914
C 0.748 0.627 0.566
N 1.249 2.088 0.656
S 0.259 0.004 -1.212
C -1.226 -0.911 -0.982
C -2.567 -0.267 -1.343
C -1.920 -1.325 -2.195
H 0.539 -1.488 2.267
H 2.256 -1.958 2.165
H -0.004 0.594 1.289
H 1.886 2.082 -0.286
H 0.653 2.914 0.643
H 1.921 2.219 1.512
H -1.297 -1.660 -0.198
H -2.346 0.775 -1.405
H -3.363 -0.569 -0.828
H -2.555 -2.215 -2.216
H -1.628 -1.178 -3.286
*
```

## Properties
ΔE to the lowest compared entry with this formula, charge and spin (kcal per mole): 104.3
E_tot (eV): -22152.8084
SMILES string: [H]/N=N/C(=[NH2+])[C@@H]([NH3+])SC1CC1


[2]
Here is an isolated ion of composition C5H12N5 and charge +1 from the OMol25 dataset. Energies are from wB97M-V/def2-TZVPD.

The geometry in ORCA input format:
```
! wB97M-V def2-TZVPD RIJCOSX def2/J DEFGRID3
* xyz 1 1
N 3.114 -1.245 1.045
C 2.393 -0.006 0.744
C 1.708 0.035 -0.625
C 0.679 1.165 -0.751
N -0.641 0.723 -1.224
C -1.630 0.450 -0.397
N -1.583 0.552 0.947
C -2.777 0.218 1.366
N -3.580 -0.145 0.374
N -2.854 0.015 -0.774
H 2.455 -1.950 1.356
H 3.544 -1.622 0.208
H 1.645 0.146 1.521
H 3.116 0.810 0.805
H 1.206 -0.923 -0.791
H 2.463 0.137 -1.404
H 0.523 1.643 0.213
H 1.008 1.937 -1.443
H -0.756 0.589 -2.215
H -3.081 0.199 2.402
H -4.533 -0.468 0.419
H -3.232 -0.195 -1.683
*
```

## Properties
ΔE to the lowest compared entry with this formula, charge and spin (kcal per mole): 37.5
E_tot (eV): -12823.3327
SMILES string: NCCCNc1nc[nH][nH+]1


[3]
Here is an isolated ion of composition C5H12N6OS and charge +2 from the OMol25 dataset. Energies are from wB97M-V/def2-TZVPD.

The geometry in ORCA input format:
```
! wB97M-V def2-TZVPD RIJCOSX def2/J DEFGRID3
* xyz 2 1
N -2.673 -0.623 1.156
N -1.670 -0.243 0.324
C -1.629 1.060 0.011
N -2.424 1.882 0.653
C -0.591 1.480 -0.974
S 1.007 2.014 -0.185
C 2.097 0.655 -0.860
C 2.219 -0.535 0.057
N 3.344 -0.768 0.996
N 1.329 -1.432 0.236
N 0.199 -1.549 -0.355
C -0.974 -1.243 -0.452
O -1.812 -1.961 -1.133
H -2.936 -1.582 0.930
H -2.291 -0.486 2.083
H -2.778 2.722 0.237
H -3.070 1.348 1.282
H -0.444 0.689 -1.702
H -0.709 2.330 -1.692
H 3.092 1.216 -0.891
H 1.555 0.207 -1.810
H 3.019 -1.339 1.729
H 3.614 0.087 1.368
H 4.114 -1.226 0.660
H -1.588 -2.704 -1.669
*
```

## Properties
E_tot (eV): -27183.1615
SMILES string: NN1C(=[NH2+])CSC/C([NH3+])=N\N=C/1O


[4]
Here is an isolated ion of composition C5H12NO and charge -1 from the OMol25 dataset. Energies are from wB97M-V/def2-TZVPD.

The geometry in ORCA input format:
```
! wB97M-V def2-TZVPD RIJCOSX def2/J DEFGRID3
* xyz -1 1
C -1.041 2.176 0.789
N -1.237 0.800 0.471
C 0.013 -0.013 0.285
C 1.036 0.692 -0.628
C -0.411 -1.356 -0.283
C 0.798 -2.356 -0.160
O 1.551 -2.179 0.937
H -1.050 2.896 -0.033
H -0.082 2.381 1.270
H -1.807 2.559 1.443
H -1.844 0.660 -0.324
H 0.385 -0.183 1.284
H 1.442 -0.067 -1.280
H 1.799 1.193 -0.045
H 0.499 1.330 -1.339
H -1.220 -1.727 0.350
H -0.649 -1.213 -1.342
H 0.402 -3.396 -0.294
H 1.416 -2.198 -1.100
*
```

## Properties
ΔE to the lowest compared entry with this formula, charge and spin (kcal per mole): 20.9
E_tot (eV): -8916.1555
SMILES string: CN[C@H](C)CC[O-]


The records above yield strongest force on any atom values of 5.19, 0.46, 3.67, 1.47 eV/A, respectively.